Version a
{
  "formula": "C21H28N4O4",
  "method": "wB97M-V/def2-TZVPD",
  "gap_ev": 9.24,
  "e_lumo_ev": 0.7378,
  "smiles": "COCCC(=O)N1CCC(Oc2ccc(C(=O)NCc3ncc(C)[nH]3)cc2)CC1",
  "species": ["C", "O", "C", "C", "C", "O", "N", "C", "H", "C", "H", "H", "C", "C", "C", "H", "H", "H", "H", "H", "O", "C", "C", "C", "C", "C", "C", "H", "H", "C", "O", "N", "H", "C", "C", "N", "C", "C", "N", "H", "C", "H", "H", "H", "H", "H", "H", "H", "H", "H", "H", "H", "H", "H", "H", "H", "H"],
  "xyz": [[-7.36476, -0.26584, 2.73947], [-6.85089, -0.20002, 1.43539], [-7.36242, 0.88694, 0.69615], [-6.67076, 0.95951, -0.66491], [-5.26312, 1.52969, -0.53529], [-5.08157, 2.72906, -0.66113], [-4.24822, 0.68624, -0.25561], [-4.29483, -0.75048, -0.13785], [-5.31773, -1.09838, -0.02567], [-3.61102, -1.39159, -1.34796], [-3.61487, -2.47632, -1.23955], [-4.14237, -1.12577, -2.26324], [-2.16315, -0.90008, -1.45656], [-2.12916, 0.63495, -1.46169], [-2.89028, 1.18962, -0.25680], [-2.93304, 2.27884, -0.29891], [-2.39404, 0.87829, 0.66795], [-1.09820, 0.98946, -1.42887], [-2.59196, 0.99363, -2.38249], [-1.72216, -1.29112, -2.38537], [-1.47016, -1.43227, -0.33810], [-0.11531, -1.49282, -0.32704], [0.72889, -1.10307, -1.36354], [2.10040, -1.22656, -1.22867], [2.66113, -1.74024, -0.06593], [1.81030, -2.14745, 0.96162], [0.44690, -2.01992, 0.83974], [-0.21664, -2.32863, 1.63219], [2.24820, -2.56534, 1.85517], [4.12429, -1.91730, 0.13234], [4.58426, -2.73900, 0.90581], [4.91679, -1.12353, -0.63309], [4.53871, -0.30152, -1.07869], [6.34627, -1.09036, -0.43745], [6.79162, 0.30554, -0.15992], [6.15554, 1.38103, -0.54164], [6.89737, 2.43506, -0.10136], [8.00780, 1.99387, 0.55923], [7.92791, 0.62226, 0.51499], [8.58854, -0.02046, 0.92006], [9.12878, 2.70525, 1.22285], [9.18293, 2.44110, 2.27934], [10.08075, 2.44635, 0.75820], [8.98088, 3.77785, 1.13920], [6.58159, 3.44114, -0.28877], [6.85212, -1.47220, -1.33713], [6.58202, -1.75636, 0.39995], [2.72733, -0.93835, -2.05951], [0.33387, -0.70739, -2.28629], [-3.74321, -1.03344, 0.76449], [-6.68376, -0.01924, -1.14045], [-7.22664, 1.66366, -1.28576], [-7.19837, 1.82872, 1.24124], [-8.44838, 0.75903, 0.55639], [-6.90883, -1.13412, 3.21058], [-7.11359, 0.63594, 3.31104], [-8.45575, -0.38387, 2.73187]],
  "lowdin_charge": [-0.107, -0.208, -0.221, -0.065, -0.456, 0.047, -0.042, -0.139, 0.105, -0.089, 0.123, 0.126, -0.322, -0.092, -0.121, 0.123, 0.134, 0.114, 0.131, 0.145, -0.020, -0.250, -0.011, -0.020, -0.142, -0.007, 0.012, 0.119, 0.120, -0.449, 0.057, 0.070, 0.116, -0.104, -0.333, 0.098, -0.109, -0.314, 0.144, 0.165, -0.039, 0.078, 0.077, 0.079, 0.101, 0.129, 0.122, 0.114, 0.106, 0.134, 0.114, 0.126, 0.134, 0.127, 0.090, 0.092, 0.089]
}

Version b
{
  "formula": "C21H28N4O4",
  "method": "wB97M-V/def2-TZVPD",
  "gap_ev": 9.28,
  "e_lumo_ev": 0.7333,
  "smiles": "CCN1CCN(C(=O)CCc2nnc(CCc3ccc(OC)cc3)o2)[C@@H](C)C1=O",
  "species": ["C", "H", "H", "C", "N", "C", "O", "C", "N", "C", "O", "C", "H", "C", "C", "N", "N", "C", "O", "C", "H", "H", "C", "C", "C", "C", "C", "C", "C", "H", "H", "O", "C", "H", "H", "H", "H", "H", "H", "H", "H", "H", "H", "C", "C", "H", "H", "H", "H", "H", "C", "H", "H", "H", "H", "H", "H"],
  "xyz": [[0.91198, -6.41814, -3.59264], [1.11068, -7.39854, -4.01637], [-0.05833, -6.44165, -3.10318], [1.99783, -6.06201, -2.58231], [1.75309, -4.77625, -1.96553], [1.38856, -4.69697, -0.67055], [1.28590, -5.66300, 0.05957], [1.01761, -3.29572, -0.18237], [1.91113, -2.26504, -0.67783], [2.09615, -1.05559, -0.10262], [2.86807, -0.24420, -0.58356], [1.33904, -0.74460, 1.18374], [0.40613, -1.29412, 1.25198], [1.04239, 0.75309, 1.21658], [0.11791, 1.09408, 0.11124], [-0.58173, 0.27665, -0.60564], [-1.28976, 1.02223, -1.48499], [-0.98793, 2.25602, -1.26094], [-0.08726, 2.37381, -0.25678], [-1.57056, 3.46999, -1.87615], [-1.79880, 3.27312, -2.92286], [-0.84170, 4.27770, -1.80031], [-2.85794, 3.85112, -1.11143], [-2.58091, 3.85486, 0.36599], [-1.96375, 4.93578, 0.97462], [-1.59971, 4.90139, 2.31042], [-1.84378, 3.76004, 3.06442], [-2.47667, 2.67186, 2.46190], [-2.83989, 2.72348, 1.13385], [-3.31911, 1.86781, 0.67932], [-2.66709, 1.79329, 3.05828], [-1.50819, 3.59958, 4.37632], [-0.87845, 4.66542, 5.04370], [-0.71305, 4.31845, 6.06251], [-1.51233, 5.55784, 5.06488], [0.08483, 4.91433, 4.58624], [-1.11983, 5.76428, 2.74472], [-1.75550, 5.82584, 0.39775], [-3.63175, 3.11819, -1.34249], [-3.18988, 4.83402, -1.44899], [1.96537, 1.32149, 1.08143], [0.58792, 1.04633, 2.16655], [1.98150, -1.01256, 2.02566], [2.67972, -2.55238, -1.87328], [1.94813, -3.56897, -2.73474], [0.99299, -3.15098, -3.07273], [2.55101, -3.80847, -3.61305], [3.66327, -2.95211, -1.59105], [2.83387, -1.61217, -2.40837], [1.08756, -3.33222, 0.90956], [-0.44730, -3.04577, -0.59305], [-1.10970, -3.57087, 0.08981], [-0.67082, -1.98038, -0.57461], [-0.64198, -3.41428, -1.59703], [2.01288, -6.79709, -1.77490], [2.97890, -6.04553, -3.06912], [0.87866, -5.69117, -4.40126]],
  "lowdin_charge": [-0.069, 0.072, 0.079, -0.199, -0.066, -0.429, 0.071, -0.221, -0.004, -0.457, 0.059, -0.085, 0.102, -0.088, -0.328, 0.104, 0.117, -0.359, 0.149, -0.088, 0.122, 0.125, -0.133, -0.258, -0.032, -0.013, -0.278, 0.003, -0.039, 0.121, 0.120, -0.087, -0.092, 0.093, 0.095, 0.095, 0.103, 0.118, 0.119, 0.116, 0.129, 0.127, 0.135, -0.103, -0.122, 0.127, 0.131, 0.141, 0.128, 0.147, -0.012, 0.089, 0.045, 0.077, 0.117, 0.122, 0.067]
}

The structure with the most favorable energy is version a; the runner-up is 0.0181 hartree above it.

Version a
{
  "formula": "C5H12N2O2",
  "method": "wB97M-V/def2-TZVPD",
  "gap_ev": 9.04,
  "e_lumo_ev": 0.6116,
  "species": ["C", "C", "C", "C", "C", "H", "H", "H", "H", "H", "H", "H", "H", "H", "H", "H", "H", "N", "N", "O", "O"],
  "xyz": [[2.35911, 0.10265, -0.11773], [2.94677, 1.48302, 0.09913], [-3.91019, -0.01806, 0.29697], [-2.56192, 0.37909, -0.04786], [-0.40990, -0.80814, -0.33252], [3.25353, -1.84797, -0.06522], [4.33289, -0.54880, 0.14961], [2.45666, 2.21950, -0.58927], [4.04296, 1.57006, 0.09389], [2.44860, 1.76728, 1.10358], [-4.16793, -1.15730, 0.13585], [-4.36084, 0.51017, -0.53590], [-4.18547, 0.48029, 1.27469], [-2.55975, -1.55766, 0.14857], [-0.31008, 0.31613, -0.78339], [0.13304, -0.90114, 0.74046], [-0.06634, -1.77529, -0.92042], [3.33605, -0.82190, 0.19025], [-1.84100, -0.75491, -0.08458], [1.21600, -0.14758, -0.42157], [-2.15220, 1.51057, -0.33455]],
  "lowdin_charge": [-0.533, -0.009, -0.044, -0.631, -0.205, 0.135, 0.101, 0.098, 0.073, 0.122, 0.117, 0.084, 0.113, 0.148, 0.159, 0.149, 0.138, 0.124, -0.041, -0.106, 0.009]
}

Version b
{
  "formula": "C5H12N2O2",
  "method": "wB97M-V/def2-TZVPD",
  "gap_ev": 10.19,
  "e_lumo_ev": 0.7375,
  "smiles": "CNC(C)=O.CC(N)=O",
  "species": ["C", "C", "N", "C", "O", "H", "H", "H", "H", "H", "H", "H", "C", "C", "N", "O", "H", "H", "H", "H", "H"],
  "xyz": [[-0.11121, 1.40344, 1.71338], [2.45917, 0.05255, -0.67093], [0.69988, 0.45071, 0.97400], [1.13445, 0.68744, -0.32135], [0.47378, 1.36280, -1.08743], [1.25985, -0.17535, 1.53440], [-0.90694, 0.85266, 2.22010], [0.47535, 1.91167, 2.47791], [-0.54358, 2.10378, 1.00267], [2.47090, -1.00565, -0.41786], [3.25928, 0.55830, -0.13199], [2.63013, 0.14894, -1.73966], [-0.80815, -1.76538, -1.01644], [-1.65072, -0.88610, 0.05460], [-2.12465, 0.26051, -0.51305], [-2.24020, -1.45375, 0.95365], [-2.93914, 0.67523, -0.08853], [-1.52094, 0.77239, -1.14199], [-1.55625, -2.17010, -1.69560], [-0.11252, -1.18666, -1.61716], [-0.34849, -2.59743, -0.48871]],
  "lowdin_charge": [-0.073, -0.001, 0.000, -0.555, 0.025, 0.136, 0.079, 0.081, 0.082, 0.082, 0.086, 0.085, 0.003, -0.579, 0.149, 0.019, 0.112, 0.077, 0.073, 0.049, 0.069]
}

The structure with the most favorable energy is version b; the runner-up is 0.1962 hartree above it.

Version a
{
  "formula": "C5H12N2O2",
  "method": "wB97M-V/def2-TZVPD",
  "gap_ev": [7.94, 8.25],
  "e_lumo_ev": [0.5241, 0.3897],
  "species": ["C", "C", "C", "C", "C", "N", "N", "O", "O", "H", "H", "H", "H", "H", "H", "H", "H", "H", "H", "H", "H"],
  "xyz": [[-0.61873, 2.51307, 0.46901], [0.35129, -0.35997, 1.79845], [-1.22991, -0.40788, -0.35923], [1.16315, -1.52275, -0.31883], [0.15077, -0.41617, 0.28268], [-0.78599, 2.91195, -0.77899], [0.86800, 0.81512, -0.01252], [-0.91257, 2.81922, 1.60443], [0.85690, 1.16399, -1.37307], [1.28288, 0.07912, 2.04101], [-0.45603, 0.19014, 2.07807], [0.24734, -1.30420, 2.19677], [-1.60512, 0.58238, -0.60377], [-1.89094, -0.81807, 0.38056], [-1.24894, -0.95464, -1.21761], [2.15179, -1.24013, -0.11413], [1.08926, -2.31453, 0.31031], [1.02799, -1.56077, -1.41888], [-0.69575, 2.30761, -1.57990], [-1.46558, 3.67332, -0.98495], [1.27950, 1.98870, -1.45406]],
  "lowdin_charge": [-0.322, -0.027, -0.011, -0.003, -0.558, 0.113, -0.015, 0.074, -0.107, 0.086, 0.040, 0.061, 0.061, 0.086, 0.044, 0.058, 0.033, 0.092, 0.086, 0.142, 0.067]
}

Version b
{
  "formula": "C5H12N2O2",
  "method": "wB97M-V/def2-TZVPD",
  "gap_ev": 9.44,
  "e_lumo_ev": 0.7235,
  "smiles": "C[C@H]1OC1=O.CN(C)N",
  "species": ["C", "C", "C", "C", "C", "N", "N", "O", "O", "H", "H", "H", "H", "H", "H", "H", "H", "H", "H", "H", "H"],
  "xyz": [[3.13361, -1.17756, -0.47302], [1.95188, 0.85290, 0.52765], [-1.69010, -0.79223, -0.98384], [-1.68704, -0.01571, 1.26917], [1.93961, -0.54733, 0.02063], [-1.58067, 1.59172, -0.44922], [-1.22642, 0.21556, -0.09402], [2.28802, -0.68099, -1.37139], [4.24022, -1.57329, -0.43427], [1.38553, 1.50116, -0.05123], [1.67007, 0.84541, 1.48062], [2.93794, 1.31256, 0.61687], [-1.17018, -1.71463, -0.71674], [-2.73007, -1.13119, -0.80856], [-1.36886, -0.67632, -1.99756], [-1.30099, -1.06097, 1.51459], [-0.96163, 0.60203, 1.79136], [-2.70203, 0.09650, 1.55535], [1.02970, -1.16945, 0.30860], [-1.63760, 1.73484, -1.54570], [-2.52101, 1.78698, -0.15929]],
  "lowdin_charge": [-0.453, -0.021, -0.137, -0.107, -0.211, 0.014, -0.360, 0.123, 0.165, 0.063, 0.034, 0.102, 0.070, 0.089, 0.076, 0.105, 0.074, 0.066, 0.145, 0.126, 0.039]
}

The structure with the most favorable energy is version b; the runner-up is 0.0436 hartree above it.